C16H32FeN2O6S as an isolated structure. Source: the Open Molecules 2025 dataset; level of theory: ωB97M-V with the def2-TZVPD basis set.

Results
- 2S+1 = 5
- expectation value of S² = 6.0053
- net charge = +2
- gap between HOMO and LUMO (alpha / beta) (Eh) = 0.2715 / 0.2337
- maximum force (eV/Å) = 1.61
- E_HOMO (alpha / beta) (hartree) = -0.4959 / -0.4957

Structure (XYZ):
```
58
Properties=species:S:1:pos:R:3:forces:R:3:mulliken_spin:R:1
Fe -0.46600 -0.43760 0.04310 1.4 0.7 -0.4 3.85
C -1.17730 0.79280 2.87110 0.0 0.8 -0.1 0.00
C -0.19710 1.83770 2.32690 0.0 -0.4 0.6 0.01
O -0.26660 1.90020 0.90460 -0.1 -0.8 -0.5 0.02
C -1.22770 2.84030 0.42650 -0.2 0.1 -0.5 0.00
C -1.38590 2.62140 -1.06960 0.3 0.4 0.5 0.00
O -1.72660 1.25520 -1.26970 0.3 -0.6 0.6 0.03
C -2.17030 0.96860 -2.58930 0.0 -0.5 -0.4 0.01
C -2.18070 -0.55370 -2.73080 -0.5 0.5 0.0 0.00
O -0.96040 -1.14340 -2.30480 0.2 0.4 1.1 0.03
C 0.16110 -1.00180 -3.17230 0.9 0.1 0.0 0.00
C 1.18570 0.00930 -2.63630 -0.4 -0.2 -0.3 0.00
O 1.50070 -0.43090 -1.32280 -1.0 0.0 0.4 0.02
C 2.63850 0.14210 -0.69260 0.2 0.0 0.6 0.00
C 2.80560 -0.62270 0.61820 0.5 0.0 -0.6 0.00
O 1.61540 -0.46140 1.37870 -1.1 0.2 -0.4 0.01
C 1.53590 -1.35050 2.48930 -0.2 -0.4 0.3 0.00
C 0.22300 -1.11240 3.27010 0.5 -0.4 0.2 0.01
O -0.81010 -0.52710 2.48020 0.0 -0.1 -1.4 0.03
H -2.17000 0.94860 2.43990 0.0 0.1 0.2 0.00
H -1.24950 0.86040 3.96180 0.0 -0.1 -0.2 0.00
H 0.82940 1.54070 2.55560 -0.1 0.2 0.1 0.00
H -0.39940 2.81870 2.76390 0.0 0.0 0.0 0.00
H -0.87110 3.85950 0.61540 -0.1 -0.1 0.0 0.00
H -2.19170 2.69310 0.92480 0.1 0.0 0.0 0.00
H -0.43880 2.85500 -1.57990 -0.2 -0.1 0.0 0.00
H -2.17970 3.26720 -1.46190 0.1 -0.1 0.1 0.00
H -1.49860 1.43070 -3.32530 0.0 0.0 0.1 0.00
H -3.18200 1.36820 -2.74080 0.2 -0.1 0.0 0.00
H -2.41410 -0.83020 -3.76440 0.0 0.0 0.2 0.00
H -2.93690 -0.97460 -2.06230 0.0 0.0 -0.2 0.00
H -0.15320 -0.72640 -4.18070 -0.1 0.0 0.0 0.00
H 0.64430 -1.98260 -3.19920 -0.1 0.1 0.0 0.00
H 0.78500 1.03110 -2.60900 0.1 0.0 0.0 -0.01
H 2.07970 -0.00050 -3.27280 -0.1 0.0 0.1 0.00
H 2.47200 1.21020 -0.50220 0.0 -0.1 -0.1 0.00
H 3.52920 0.01450 -1.32130 -0.2 0.0 0.1 0.00
H 3.66950 -0.24520 1.17930 -0.2 0.0 -0.1 0.00
H 2.94920 -1.68800 0.39620 0.0 0.1 0.1 0.00
H 2.38960 -1.18250 3.15820 -0.1 0.0 -0.1 0.00
H 1.56780 -2.38330 2.12290 0.1 0.1 0.0 -0.01
H 0.40830 -0.48680 4.14740 -0.1 0.0 -0.2 0.00
H -0.15560 -2.08010 3.61320 0.1 0.2 0.0 0.00
C 3.32560 -4.34900 -2.06800 0.2 0.2 0.0 0.00
N 2.28440 -5.29730 -1.79750 -0.3 -0.2 0.1 0.00
C 2.36730 -6.68510 -2.23290 0.2 -0.3 -0.2 0.00
C 1.09160 -7.32160 -1.64980 -0.1 -0.4 -0.1 0.00
N 0.48850 -6.20810 -0.93480 0.1 -0.2 -0.1 0.00
C 1.21740 -5.09570 -1.02850 -0.4 0.3 0.2 0.00
S 0.84150 -3.65050 -0.24690 -0.2 0.7 0.4 0.01
H 3.57010 -4.36310 -3.13040 0.0 0.0 0.0 0.00
H 4.22680 -4.58690 -1.49800 0.0 0.0 0.0 0.00
H 2.97410 -3.35660 -1.78710 0.0 -0.1 0.0 0.00
H 3.28350 -7.14190 -1.84710 -0.1 0.0 0.0 0.00
H 2.39390 -6.73280 -3.32520 0.0 0.0 0.1 0.00
H 1.30500 -8.14750 -0.96590 0.0 0.1 -0.1 0.00
H 0.41800 -7.68670 -2.42920 0.1 0.0 0.1 0.00
H -0.35480 -6.29520 -0.39320 0.1 0.3 0.0 0.00
```
Forces are in eV/Å.